No. 1
{"formula": "C2H4N2O3", "method": "ωB97M-V/def2-TZVPD", "elements": ["C", "C", "N", "N", "O", "O", "O", "H", "H", "H", "H"], "xyz": [[0.8486, -0.3657, 0.9635], [-1.2993, 0.7276, -0.9632], [-2.2042, -0.0168, -1.5007], [2.1562, -0.2099, 0.9779], [0.5505, -1.6743, 1.1759], [-1.7696, 1.9164, -1.4386], [-2.7766, 1.1449, -2.0511], [-0.4553, 0.5549, -0.2990], [-0.4058, -1.7998, 1.1436], [2.5543, 0.7050, 0.8515], [2.8011, -0.9823, 1.1402]], "forces_ev_per_angstrom": [[-0.238, -0.570, 0.130], [-0.764, 0.074, -0.489], [0.369, -0.262, 0.246], [0.218, -0.431, 0.174], [0.489, 0.542, -0.064], [0.888, 0.577, 0.513], [-0.778, -0.328, -0.496], [-0.044, 0.133, 0.019], [0.137, 0.230, -0.013], [-0.149, -0.056, -0.010], [-0.128, 0.092, -0.011]], "de_lowest_kj_mol": 727.8, "e_homo_ev": -9.4487, "e_lumo_ha": 0.0266, "gap_ev": 10.17}

---

No. 2
{"formula": "H14O7", "method": "ωB97M-V/def2-TZVPD", "elements": ["O", "H", "H", "O", "H", "H", "O", "H", "H", "O", "H", "H", "O", "H", "H", "O", "H", "H", "O", "H", "H"], "xyz": [[-4.0695, 0.4372, 7.2238], [-3.2231, 0.6011, 7.6397], [-4.6722, 1.0388, 7.6609], [-2.9370, 1.4719, 4.3840], [-3.2350, 1.2130, 5.2560], [-2.2540, 0.8379, 4.1657], [-8.9728, 2.7256, 2.2126], [-9.9248, 2.7957, 2.2832], [-8.7739, 1.8405, 2.5180], [-7.5068, -0.8827, 6.2826], [-8.2282, -0.9847, 5.6618], [-7.4431, 0.0619, 6.4235], [-6.7850, 2.2238, 5.4792], [-5.9516, 1.7694, 5.3558], [-7.0151, 2.5440, 4.6070], [-7.4122, 4.8440, 2.3877], [-7.7435, 3.9884, 2.1149], [-8.1416, 5.2440, 2.8610], [-7.3607, 2.7800, 8.0449], [-7.0608, 3.6765, 8.1954], [-7.3678, 2.6862, 7.0923]], "forces_ev_per_angstrom": [[0.205, -0.137, -0.421], [0.254, 0.025, 0.203], [-0.447, 0.242, 0.160], [0.135, 0.295, -0.254], [-0.341, -0.194, 0.448], [0.106, -0.168, -0.110], [0.375, 0.494, -0.486], [-0.762, 0.031, 0.092], [0.206, -0.961, 0.377], [0.233, -0.510, 0.318], [-0.221, 0.103, -0.287], [-0.040, 0.447, -0.107], [-0.035, -0.055, 0.484], [0.425, -0.263, -0.096], [-0.431, 0.224, -0.651], [0.948, 1.047, -0.050], [-0.488, -0.521, 0.000], [-0.205, -0.105, 0.118], [-0.063, -0.044, 1.080], [0.039, 0.188, 0.014], [0.106, -0.137, -0.834]], "de_lowest_kj_mol": 59.5, "total_charge": -1, "e_homo_ev": [0.3897, -7.4499], "e_lumo_ha": [0.1004, 0.0966], "gap_ev": [2.34, 10.08], "multiplicity": 2}

---

No. 3
{"formula": "CH6N2O", "method": "ωB97M-V/def2-TZVPD", "elements": ["N", "O", "H", "H", "H", "C", "N", "H", "H", "H"], "xyz": [[0.1837, -1.1450, -1.0817], [-0.3126, 0.1312, -0.9302], [0.8340, 1.2242, -0.8031], [-0.5170, -1.8012, -0.7080], [1.0529, -1.2347, -0.5296], [-0.5590, 0.6895, 0.5390], [-0.5402, -0.0508, 1.5563], [-0.0377, -0.9392, 1.5619], [-1.1911, 1.5659, 0.4702], [1.0870, 1.5599, -0.0750]], "forces_ev_per_angstrom": [[0.110, -0.712, 0.872], [-1.776, 0.962, 1.560], [1.597, 1.650, 1.938], [0.463, 0.239, -0.096], [-0.430, 0.002, -0.275], [-1.439, -4.289, -0.854], [0.555, 1.589, -0.560], [-0.156, 0.156, -0.570], [0.554, 0.305, -0.244], [0.523, 0.100, -1.771]], "de_lowest_kj_mol": 521.7, "e_homo_ev": -9.9054, "e_lumo_ha": 0.0361, "gap_ev": 10.89}

---

No. 4
{"formula": "C7H11Br", "method": "ωB97M-V/def2-TZVPD", "elements": ["C", "C", "C", "C", "C", "C", "C", "Br", "H", "H", "H", "H", "H", "H", "H", "H", "H", "H", "H"], "xyz": [[-2.2901, 2.0464, -0.3079], [-2.3347, 0.7446, -0.1199], [0.7276, 0.5447, -0.9134], [-0.2355, -0.5176, -0.9601], [0.8282, -0.5501, 0.0704], [1.8593, -1.6270, -0.1623], [0.5114, -0.2958, 1.5991], [-3.5263, -0.2214, 0.8956], [-2.9213, 2.6426, 0.2465], [-1.8289, 2.4627, -1.2548], [1.5002, 0.8728, -1.7950], [0.4133, 1.4922, -0.5016], [-0.7074, -1.1651, -1.6467], [1.7574, -2.6207, 0.2574], [2.8690, -1.3060, 0.2960], [1.9496, -1.5423, -1.2394], [0.6296, 0.7356, 1.7460], [1.1972, -0.9569, 2.1311], [-0.3987, -0.7385, 1.6590]], "forces_ev_per_angstrom": [[1.057, -1.166, -2.498], [2.064, -0.803, -1.033], [2.371, 2.565, -2.854], [-2.031, 1.615, 1.528], [-0.210, -1.410, 1.886], [2.207, 1.573, 0.147], [2.807, -1.283, -2.918], [-0.146, -0.221, 0.517], [-1.367, 1.547, 1.026], [0.025, -0.429, 1.590], [-1.610, -1.522, 2.021], [-0.398, 0.140, 0.210], [-0.003, -0.556, -0.621], [-0.882, -0.167, -0.274], [-1.340, -0.099, -0.778], [0.674, -1.144, -0.302], [-0.246, 1.216, 0.944], [0.166, 0.614, 0.365], [-3.139, -0.471, 1.041]], "de_lowest_kj_mol": 488.4, "e_homo_ev": [-8.0548, -8.4428], "e_lumo_ha": [-0.0097, 0.0043], "gap_ev": [7.79, 8.56]}

---

No. 5
{"formula": "C5H14N", "method": "ωB97M-V/def2-TZVPD", "elements": ["C", "N", "H", "H", "H", "H", "H", "H", "C", "C", "C", "C", "H", "H", "H", "H", "H", "H", "H", "H"], "xyz": [[-0.4768, -0.0019, 2.1642], [0.4036, 1.0503, 1.5602], [-0.8746, 0.3556, 3.1130], [-1.3140, -0.1569, 1.4959], [0.1213, -0.8824, 2.3588], [1.1834, 1.2882, 2.1720], [-0.1035, 1.8988, 1.3113], [0.7813, 0.6587, 0.6554], [-1.0236, 0.4154, -1.8150], [0.1839, -0.2452, -1.2216], [1.3986, 0.2927, -1.3511], [0.0106, -1.5878, -0.5361], [-1.5150, -0.2845, -2.4913], [-0.7777, 1.3734, -2.2620], [-1.7842, 0.6174, -1.0476], [2.2961, -0.2571, -1.0810], [1.5892, 1.2165, -1.8851], [0.7214, -1.6830, 0.2804], [0.1932, -2.3954, -1.2428], [-1.0132, -1.6727, -0.1776]], "forces_ev_per_angstrom": [[-0.311, 0.681, 0.728], [0.202, -0.633, -0.350], [0.100, 0.105, -0.040], [0.112, -0.304, -0.116], [-0.084, -0.151, -0.240], [-0.016, 0.097, -0.003], [-0.028, 0.038, 0.149], [-0.024, 0.460, 0.137], [-0.283, -0.100, 0.820], [0.307, -0.086, -0.209], [0.424, -0.069, -0.195], [-0.181, 0.524, -0.444], [0.080, 0.214, -0.317], [-0.024, -0.132, -0.392], [0.057, -0.074, 0.036], [-0.085, -0.004, 0.289], [-0.231, 0.037, -0.008], [0.006, -0.262, 0.046], [-0.044, -0.068, -0.023], [0.023, -0.273, 0.134]], "de_lowest_kj_mol": 77.7, "total_charge": 1, "e_homo_ev": -13.5961, "e_lumo_ha": -0.1280, "gap_ev": 10.11}

---

No. 6
{"formula": "H4O2", "method": "ωB97M-V/def2-TZVPD", "elements": ["O", "H", "H", "O", "H", "H"], "xyz": [[-1.3128, -0.1088, -0.0459], [-2.2265, 0.1418, 0.0451], [-0.9636, 0.8325, 0.1636], [1.4553, -0.0833, -0.0567], [1.3247, 0.8971, -0.0128], [0.7255, -0.3343, 0.6247]], "forces_ev_per_angstrom": [[0.959, 3.033, 0.762], [-1.119, -0.592, -0.041], [-0.247, -2.368, -0.707], [-2.136, 0.987, 2.248], [0.640, -1.064, -0.394], [1.903, 0.003, -1.868]], "de_lowest_kj_mol": 58.2, "e_homo_ev": -11.2059, "e_lumo_ha": 0.0167, "smiles": "O.O", "gap_ev": 11.66}